[1]
15
Properties=species:S:1:pos:R:3 method="wB97M-V/def2-TZVPD" spin_multiplicity=1 de_lowest_kj_mol=124.4 lumo_energy_ev=0.589 fmax_ha_per_bohr=0.088 smiles="CC(=O)NS(C)(=O)=O" homo_energy_ev=-10.31
C 0.313 -2.510 -0.458
C 0.222 -0.980 -0.395
O 0.336 -0.314 -1.355
N 0.002 -0.405 0.798
S 0.276 1.443 0.854
C -0.727 2.174 -0.384
O 1.676 1.666 0.650
O -0.229 1.775 2.146
H -0.726 -2.928 -0.508
H 0.794 -2.900 -1.330
H 1.057 -2.755 0.369
H -0.256 -0.765 1.723
H -0.445 3.129 -0.897
H -0.618 1.350 -1.306
H -1.676 2.018 0.092

[2]
15
Properties=species:S:1:pos:R:3 method="wB97M-V/def2-TZVPD" spin_multiplicity=1 de_lowest_kj_mol=398.0 lumo_energy_ev=-0.139 fmax_ha_per_bohr=0.066 smiles="C=C(N)O.O=C(O)O" homo_energy_ev=-8.44
C -1.098 -0.816 -0.410
C -0.626 0.252 0.342
N -0.603 0.297 1.740
O -0.789 1.512 -0.277
H -1.613 -0.645 -1.346
H -1.186 -1.800 0.027
H -1.241 -0.345 2.194
H 0.340 0.162 2.099
H -0.843 2.142 0.457
O 1.943 -0.817 0.708
C 1.362 -0.272 -0.198
O 1.791 0.870 -0.798
O 0.779 -1.201 -1.294
H 1.016 1.376 -1.107
H 0.768 -0.715 -2.137

[3]
15
Properties=species:S:1:pos:R:3 method="wB97M-V/def2-TZVPD" spin_multiplicity=1 de_lowest_kj_mol=218.9 lumo_energy_ev=0.688 fmax_ha_per_bohr=0.018 homo_energy_ev=-8.28
C 1.251 -0.840 -0.708
C 1.639 1.208 0.389
C -1.923 -0.146 0.105
N -2.923 0.395 0.782
O 1.055 -0.087 0.345
O 0.737 -1.917 -0.840
O 2.080 -0.308 -1.624
O -1.723 -1.404 0.565
H -0.962 -1.794 0.107
H 2.147 -0.898 -2.391
H -3.451 -0.116 1.490
H -3.266 1.312 0.538
H 2.728 1.145 0.325
H 1.269 1.820 -0.432
H 1.341 1.630 1.348